(1)
Formula: C6H11N3OS
Source: the Open Molecules 2025 dataset
Level of theory: wB97M-V/def2-TZVPD

Positions of all 22 atoms, in Å:
1 S -0.710326 -1.351584 -0.099452
2 O -1.721912 -2.682406 0.330797
3 N -4.022783 0.567835 -0.097748
4 N -3.243474 -0.539441 -0.196434
5 N -1.835392 1.194955 0.148630
6 C 2.054052 0.674920 1.228181
7 C 3.035997 -0.743800 -0.698424
8 C 1.906796 0.093207 -0.202388
9 C 1.124379 0.766331 -1.015649
10 C -3.173565 1.599661 0.073468
11 C -1.933950 -0.122757 -0.086262
12 H 0.451245 1.594525 -0.558255
13 H 3.894361 -0.396012 -0.268496
14 H 1.258015 1.475191 1.543992
15 H -2.273953 -2.435875 1.092055
16 H -3.646195 -1.335161 -0.621051
17 H 2.920281 -1.740725 -0.280215
18 H 2.968624 1.243222 1.340936
19 H 1.238242 0.490634 -2.008700
20 H 1.986899 -0.180466 1.895339
21 H -3.266230 2.665861 0.225762
22 H 2.988889 -0.838124 -1.746078

Cartesian forces (eV/Å) of the 2 atoms listed first:
0.0 -1.2 0.7
0.2 0.8 -0.4

Results
orbital gap = 0.33300 Eh
SMILES string = OSc1ncn[nH]1.C=C(C)C
LUMO energy = 0.30 eV
electronic energy = -872.81526 Ha

***

(2)
Formula: C6H11N4
Source: the Open Molecules 2025 dataset
Level of theory: wB97M-V/def2-TZVPD

Positions of all 21 atoms, in Å:
1 N 1.934286 -0.664194 0.621131
2 N -0.258959 0.771006 0.506035
3 N -2.198122 1.418071 1.876658
4 N -0.152298 0.393598 -0.794873
5 C -2.352456 0.536614 -0.403248
6 C 1.423370 -1.973157 0.271479
7 C 0.984864 0.299452 -1.369581
8 C -1.571608 0.998257 0.812902
9 C 2.179129 0.264444 -0.485934
10 C -1.427265 0.164335 -1.298797
11 H 1.034873 0.008120 -2.306345
12 H 3.119015 0.051146 -0.917118
13 H 0.430964 -2.004920 0.657727
14 H 2.164990 1.238852 -0.156853
15 H 1.166963 -0.106733 1.501094
16 H 1.348677 -2.206760 -0.800831
17 H -3.173688 1.496941 1.917035
18 H -1.609833 -0.202875 -2.395584
19 H 2.121928 -2.723173 0.680086
20 H -1.756901 1.716746 2.694628
21 H -3.407931 0.524230 -0.609612

Cartesian forces (eV/Å) of the 2 atoms listed first:
-1.4 2.9 3.0
-1.6 2.1 3.1

Results
orbital gap (alpha / beta) = 0.25107 / 0.25105 Eh
LUMO energy (alpha / beta) = -5.27 / -5.27 eV
electronic energy = -453.86297 Ha
charge = +1

***

(3)
Formula: C6H11N4
Source: the Open Molecules 2025 dataset
Level of theory: wB97M-V/def2-TZVPD

Positions of all 21 atoms, in Å:
1 N 2.031966 0.671683 -0.299780
2 N -1.275221 -0.948181 0.076578
3 N -0.041266 -0.296024 -0.136700
4 N -3.509753 -0.449751 -0.121938
5 C -1.630205 1.263878 0.202706
6 C -0.199257 1.024624 0.053082
7 C 2.056519 -1.704722 0.198646
8 C 1.017191 1.846215 -0.035191
9 C 1.274628 -0.696184 -0.602524
10 C -2.239408 0.024152 0.096490
11 H 2.594640 0.516836 0.561840
12 H -4.334266 0.231737 0.094435
13 H 2.724930 0.968657 -0.985211
14 H 3.101376 -1.427991 0.237427
15 H -2.197451 2.150862 0.378997
16 H 2.141546 -2.672632 -0.376602
17 H -3.898545 -1.417683 -0.059897
18 H 1.748409 -2.026665 1.136792
19 H 1.220594 2.429741 0.867535
20 H 0.954746 2.426609 -1.031663
21 H -1.541182 -1.915155 -0.255031

Cartesian forces (eV/Å) of the 2 atoms listed first:
-0.4 0.9 1.6
1.4 -0.2 -1.4

Results
orbital gap = 0.29019 Eh
LUMO energy = -2.71 eV
electronic energy = -453.87279 Ha
charge = +1

***

The highest electronic energy belongs to which entry?
number 2

***

Copy entry 2 word for word.
Formula: C6H11N4
Source: the Open Molecules 2025 dataset
Level of theory: wB97M-V/def2-TZVPD

Positions of all 21 atoms, in Å:
1 N 1.934286 -0.664194 0.621131
2 N -0.258959 0.771006 0.506035
3 N -2.198122 1.418071 1.876658
4 N -0.152298 0.393598 -0.794873
5 C -2.352456 0.536614 -0.403248
6 C 1.423370 -1.973157 0.271479
7 C 0.984864 0.299452 -1.369581
8 C -1.571608 0.998257 0.812902
9 C 2.179129 0.264444 -0.485934
10 C -1.427265 0.164335 -1.298797
11 H 1.034873 0.008120 -2.306345
12 H 3.119015 0.051146 -0.917118
13 H 0.430964 -2.004920 0.657727
14 H 2.164990 1.238852 -0.156853
15 H 1.166963 -0.106733 1.501094
16 H 1.348677 -2.206760 -0.800831
17 H -3.173688 1.496941 1.917035
18 H -1.609833 -0.202875 -2.395584
19 H 2.121928 -2.723173 0.680086
20 H -1.756901 1.716746 2.694628
21 H -3.407931 0.524230 -0.609612

Cartesian forces (eV/Å) of the 2 atoms listed first:
-1.4 2.9 3.0
-1.6 2.1 3.1

Results
orbital gap (alpha / beta) = 0.25107 / 0.25105 Eh
LUMO energy (alpha / beta) = -5.27 / -5.27 eV
electronic energy = -453.86297 Ha
charge = +1

***

Among the records above, which one has the highest electronic energy?
number 2

***

Among the records above, which one has the highest electronic energy?
number 2